# 1
Density functional theory data (ωB97M-V/def2-TZVPD) for a 2-piece molecular cluster, C3H13N2O overall.

* ΔE to the lowest compared entry with this formula, charge and spin: 95.6 kJ/mol
* total charge: +1
* calculated total energy: -8342.9909 eV

Structure (XYZ):
```
19
Properties=species:S:1:pos:R:3:forces:R:3:lowdin_charge:R:1
C 0.8350 -1.0150 0.4674 -2.05 1.78 -1.43 -0.128
C -0.3976 -1.5591 -0.2571 1.22 -1.62 -0.31 -0.178
C -1.7651 -1.1514 0.1915 -0.24 1.54 2.58 -0.199
N -2.0608 0.3603 0.1915 0.20 -0.62 -1.94 -0.009
N 0.5816 0.4566 0.6335 0.15 0.82 -1.81 0.137
H 1.7716 -1.0386 -0.0082 0.91 -0.88 -1.13 0.118
H 0.9502 -1.4516 1.3872 0.15 -0.92 2.44 0.100
H -0.2779 -1.3951 -1.3010 0.08 0.19 -1.06 0.112
H -0.3331 -2.6519 -0.1109 -0.22 0.29 -0.33 0.138
H -2.5510 -1.5689 -0.3531 -0.79 -1.29 -1.08 0.097
H -1.8791 -1.5317 1.2433 -0.13 0.63 -0.75 0.142
H -2.5693 0.6569 -0.6948 1.12 -0.71 1.25 0.134
H -0.4889 0.6486 0.2771 0.85 0.30 1.21 0.123
H -2.7496 0.5324 0.8966 -0.16 0.26 0.71 0.083
H 1.2536 0.9998 0.0150 -0.96 -0.45 1.16 0.163
H 0.7029 0.6730 1.6065 -0.02 0.82 0.33 0.145
H 3.0657 3.1111 -2.1916 0.21 0.16 0.19 0.049
H 3.1926 3.1479 -0.6324 0.71 0.63 0.31 0.024
O 2.7192 2.7767 -1.3606 -1.01 -0.93 -0.34 -0.049
```
Forces are in eV/Å.


# 2
Density functional theory data (ωB97M-V/def2-TZVPD) for a 2-piece molecular cluster, C3H13N2O overall.

* ΔE to the lowest compared entry with this formula, charge and spin: 102.8 kJ/mol
* total charge: +1
* calculated total energy: -8342.9169 eV

Structure (XYZ):
```
19
Properties=species:S:1:pos:R:3:forces:R:3:lowdin_charge:R:1
C 0.0409 0.7371 -1.4639 2.83 -0.12 2.47 -0.108
C 0.5716 -0.6428 -1.0364 -1.77 0.16 -0.83 -0.208
C 1.5423 -0.6815 0.0589 2.02 -0.56 3.89 -0.238
N 0.9223 -0.2510 1.3645 -2.32 -0.10 -1.39 -0.021
N -0.4932 1.4374 -0.1950 -0.56 1.46 -1.66 0.138
H 0.9250 1.3171 -1.8952 -1.44 -0.41 0.70 0.159
H -0.7162 0.6149 -2.1518 -1.69 0.14 -1.49 0.093
H -0.2471 -1.3004 -0.6164 0.38 0.72 -1.00 0.127
H 0.9455 -1.0945 -1.9601 0.09 -0.24 0.32 0.132
H 2.4580 -0.0438 0.1388 -0.40 -0.78 -1.40 0.143
H 1.7568 -1.7668 0.2077 0.74 0.84 -0.41 0.130
H 0.2596 -0.9127 1.7473 -0.10 -0.02 -0.20 0.077
H 1.4163 0.1008 2.1325 1.74 0.31 0.67 0.072
H -0.5618 2.4630 -0.4354 0.13 -1.28 0.86 0.179
H 0.1203 1.1665 0.6369 -0.16 -0.13 -0.27 0.112
H -1.4438 1.0871 0.0593 0.83 0.00 -0.26 0.123
H -2.2363 -1.4851 0.9851 0.50 2.53 0.32 0.118
H -3.1060 -0.2767 1.2861 0.69 0.17 0.09 0.075
O -2.1543 -0.4686 1.1371 -1.50 -2.70 -0.40 -0.101
```
Forces are in eV/Å.


# 3
Density functional theory data (ωB97M-V/def2-TZVPD) for a 3-piece molecular cluster, C3H13N2O3 overall.

* ΔE to the lowest compared entry with this formula, charge and spin: 488.4 kJ/mol
* total charge: +1
* calculated total energy: -12434.6099 eV

Structure (XYZ):
```
21
Properties=species:S:1:pos:R:3:forces:R:3:lowdin_charge:R:1
C 0.1013 1.3772 1.6722 -0.17 -1.48 -0.28 -0.204
C 0.7843 0.8344 0.4861 -0.26 0.92 0.20 0.257
C 0.3034 1.0201 -0.8974 -0.89 -0.70 -3.15 -0.386
N 1.3509 1.2207 -1.8782 0.66 0.35 1.28 0.117
O -0.3568 -0.2250 -1.3517 1.34 1.50 1.38 -0.019
N -0.2142 0.3994 2.7330 0.36 -0.16 -0.64 0.089
H -0.8880 1.7350 1.4011 0.41 1.16 -0.03 0.142
H 0.9173 2.0165 2.0567 -0.63 0.75 0.05 0.172
H -0.4678 1.7660 -1.0678 -0.21 0.22 0.96 0.163
H 1.8006 0.4921 0.6409 0.03 -0.84 -0.11 0.159
H 2.2265 1.5262 -1.4642 0.12 -0.10 -0.24 0.101
H 1.0954 1.8763 -2.6064 -0.12 0.00 0.06 0.114
H 0.5909 -0.0816 3.1202 -0.11 -0.10 0.00 0.100
H 0.4160 -0.6611 -1.7647 -0.56 -0.78 0.06 0.101
H -0.8915 -0.2479 2.3386 0.12 -0.38 0.29 0.082
H 0.5680 -3.6546 -1.3011 0.00 -0.11 -0.05 0.055
H -0.6397 -2.8890 -0.7375 -0.19 0.02 0.02 0.022
O 0.1668 -2.7837 -1.2550 0.28 -0.01 0.03 -0.052
H -3.0712 -1.3083 0.0416 -0.17 -0.15 0.01 0.056
H -1.6445 -0.8662 -0.3226 -0.22 -0.49 -0.16 -0.012
O -2.1479 -1.5464 0.1561 0.22 0.36 0.33 -0.057
```
Forces are in eV/Å.


# 4
Density functional theory data (ωB97M-V/def2-TZVPD) for an isolated ion of composition C3H13N2Si and charge +1.

* ΔE to the lowest compared entry with this formula, charge and spin: 350.9 kJ/mol
* total charge: +1
* calculated total energy: -14170.1533 eV
* structure (SMILES): CN[C@@H]([SiH3])[NH2+]C

Structure (XYZ):
```
19
Properties=species:S:1:pos:R:3:forces:R:3:lowdin_charge:R:1
C -2.5894 0.0802 0.1719 2.27 -2.38 0.01 -0.088
N -1.3247 0.0322 -0.5222 2.49 -0.47 -1.20 -0.118
C 0.0865 -0.1319 0.1919 -4.36 -0.29 -1.24 -0.431
Si 0.5414 -1.9751 0.0734 -0.39 0.35 -0.22 0.758
N 0.8662 0.9272 -0.4073 -0.86 3.85 -0.98 -0.068
C 2.1760 1.4014 0.1833 0.34 0.33 -1.21 0.014
H -2.3127 0.4776 1.0406 0.03 2.30 3.93 0.043
H -3.2022 0.6438 -0.3882 -2.46 2.06 -1.61 0.061
H -3.0064 -0.8650 0.4200 -0.46 -1.09 -0.11 0.087
H -1.4989 -0.6779 -1.2147 0.94 -0.18 -0.59 0.076
H -0.1784 0.2737 1.1465 0.32 -0.58 1.25 0.113
H 1.4337 -1.9804 1.1458 0.97 -0.78 1.57 -0.083
H 1.2481 -2.5069 -1.0785 0.15 0.37 -0.64 -0.063
H -0.7876 -2.5510 0.1174 -0.21 -0.43 0.41 -0.041
H 1.0489 0.6610 -1.3613 -0.26 0.29 -0.72 0.152
H 0.1572 1.7903 -0.3838 1.78 -2.21 -0.86 0.231
H 1.8583 2.0384 1.0365 0.96 -0.20 -0.67 0.112
H 2.6090 0.4734 0.5146 0.78 0.01 0.42 0.074
H 2.8750 1.8890 -0.6859 -2.02 -0.95 2.45 0.171
```
Forces are in eV/Å.


# 5
Density functional theory data (ωB97M-V/def2-TZVPD) for a 2-piece molecular cluster, C3H13N3 overall.

* ΔE to the lowest compared entry with this formula, charge and spin: 99.8 kJ/mol
* calculated total energy: -7790.9900 eV
* structure (SMILES): CNC.NCN

Structure (XYZ):
```
19
Properties=species:S:1:pos:R:3:forces:R:3:lowdin_charge:R:1
C 1.7793 -2.3282 0.3146 -0.04 -1.17 0.83 -0.169
N 3.1013 -1.7728 0.3953 0.88 0.55 -0.94 -0.194
C 3.4013 -0.5858 -0.4135 -1.49 -0.16 -0.03 -0.140
H 1.4295 -2.5180 -0.6983 0.13 0.70 -0.22 0.076
H 1.0321 -1.8107 0.9267 -0.23 0.17 -0.33 0.071
H 1.8265 -3.3607 0.6885 -0.04 0.17 0.29 0.071
H 3.4315 -1.5816 1.3208 -0.31 -0.41 0.45 0.084
H 2.4934 -0.2584 -0.9386 0.04 -0.13 -0.07 0.068
H 3.6184 0.2631 0.2313 0.64 0.08 -0.14 0.069
H 4.1341 -0.7907 -1.1874 0.41 0.20 0.15 0.064
N -2.9016 2.2765 -1.1561 -0.08 0.48 0.25 -0.013
C -2.8970 1.1249 -0.2648 -0.74 -1.10 0.53 -0.381
N -3.1740 1.2454 1.1745 0.27 0.75 -0.74 -0.011
H -2.0535 2.3717 -1.6862 0.23 0.07 0.05 0.048
H -3.1267 3.1642 -0.7214 0.06 -0.24 0.08 0.057
H -1.9562 0.5781 -0.3068 0.10 0.07 -0.35 0.100
H -3.6850 0.4508 -0.6062 0.12 -0.17 -0.17 0.092
H -4.0315 1.7640 1.3286 -0.03 -0.04 0.05 0.056
H -2.4219 1.7682 1.5989 0.06 0.17 0.31 0.052
```
Forces are in eV/Å.


# 6
Density functional theory data (ωB97M-V/def2-TZVPD) for a 2-piece molecular cluster, C3H13N3 overall.

* ΔE to the lowest compared entry with this formula, charge and spin: 153.6 kJ/mol
* spin multiplicity: 2
* total charge: +1
* calculated total energy: -7782.1351 eV
* <S²>: 0.756

Structure (XYZ):
```
19
Properties=species:S:1:pos:R:3:forces:R:3:lowdin_charge:R:1
C -2.4656 2.4258 2.4843 -0.55 0.66 0.42 -0.124
C -1.8989 1.3569 1.5788 -0.45 -0.26 0.50 -0.356
N -2.8662 0.2713 1.3239 0.01 -0.20 0.25 -0.027
H -2.8434 2.0972 3.4602 0.42 -0.42 -0.11 0.074
H -1.7347 3.2124 2.6766 0.04 -0.03 -0.04 0.070
H -3.3422 2.9144 2.0497 0.14 -0.04 -0.34 0.075
H -1.6225 1.8459 0.6514 0.04 -0.05 -0.39 0.087
H -0.9862 0.9534 2.0129 0.22 -0.01 0.14 0.091
H -2.4123 -0.6278 1.4377 0.07 0.02 -0.23 0.048
H -3.5832 0.2460 2.0475 0.09 0.32 -0.20 0.061
N 3.2737 -2.6450 -1.7679 1.07 1.27 -0.82 0.173
C 2.3011 -1.6037 -1.7574 2.28 0.00 0.58 -0.248
N 2.4433 -0.6818 -2.8723 -2.60 -1.03 -0.79 0.189
H 4.1311 -2.3758 -1.2809 -0.34 -0.56 0.87 0.139
H 3.6420 -2.8904 -2.6886 -0.76 -0.53 -0.15 0.128
H 1.3105 -2.0774 -1.6302 -0.41 0.39 -0.39 0.184
H 2.4913 -1.0138 -0.8472 -0.42 -0.16 0.10 0.165
H 1.5019 -0.3287 -3.0849 0.16 0.65 0.35 0.132
H 2.6601 -1.0789 -3.7935 1.02 -0.02 0.24 0.137
```
Forces are in eV/Å.


Among the records above, which one has the highest ΔE to the lowest compared entry with this formula, charge and spin? C3H13N2O3